1.
# C6H15B

2 unconnected molecules or ions with the total composition C6H15B in a non-equilibrium geometry (wB97M-V/def2-TZVPD, the OMol25 dataset).

Cartesian coordinates (Å):
B  0.0864  0.4603  -1.3069
C  -2.6370  1.6608  2.0398
C  -0.8639  1.1692  -1.9989
C  -0.0873  -1.3651  0.5932
C  1.6097  -1.5755  -1.4565
C  2.1236  0.0853  0.4101
C  0.8912  -0.5822  -0.3923
H  -2.5050  2.0992  3.0440
H  -2.1436  2.2021  1.2983
H  -1.9871  0.7608  2.0645
H  -1.5305  2.0369  -1.8712
H  -3.7000  1.5482  1.7804
H  -0.8597  0.8515  -3.0634
H  0.5671  -1.8037  1.3614
H  -0.6599  -2.1201  0.0516
H  -0.9100  -0.6419  0.8283
H  2.5032  -2.0091  -0.9706
H  2.0915  -1.0543  -2.2956
H  0.8575  -2.3179  -1.8670
H  1.7603  0.6483  1.2405
H  2.7288  -0.7558  0.7462
H  2.6648  0.7029  -0.2358

The value obtained for the total energy is -7135.675 eV. As for the expectation value of S²: 2.004. As for the spin multiplicity: 3.

2.
# C27H38IrNO

A molecular structure, C27H38IrNO in a non-equilibrium geometry (wB97M-V/def2-TZVPD, the OMol25 dataset).

Cartesian coordinates (Å):
Ir  0.2354  1.3559  -0.9000
C  2.1224  0.9277  0.3992
C  2.3907  0.0471  -0.6834
C  2.3702  0.8024  -1.8810
H  2.6352  -1.0163  -0.5947
C  2.0035  2.1698  -1.5806
C  1.8851  2.2644  -0.1199
H  1.6815  3.1695  0.4607
H  2.1504  0.6465  1.4532
H  2.7368  0.4517  -2.8396
H  1.8925  2.9924  -2.2853
C  -1.9776  0.8236  -0.0161
C  -1.3437  2.0446  0.3941
C  -1.1039  2.8574  -0.7906
H  -1.1741  2.3785  1.4223
C  -1.4901  2.0298  -1.9305
C  -2.0396  0.8007  -1.4271
H  -2.5106  0.0242  -2.0315
H  -2.3452  0.0264  0.6353
H  -0.6389  3.8461  -0.8135
H  -1.4573  2.3421  -2.9687
O  0.0829  -0.3001  -3.1203
C  -0.0131  0.0859  -4.5259
C  0.6911  -1.2124  -4.9743
C  0.7479  1.3536  -4.8080
C  -1.4696  0.1395  -4.9223
C  0.6308  -1.5773  -3.5122
H  1.7240  -1.0824  -5.3096
H  0.0819  -1.8746  -5.5956
H  -0.0992  -2.3673  -3.3140
H  1.6102  -1.7313  -3.0485
H  0.7128  1.5239  -5.8918
H  1.7885  1.2585  -4.4762
H  0.2635  2.1894  -4.2866
H  -1.5548  -0.0972  -5.9872
H  -1.8414  1.1503  -4.7491
H  -2.0602  -0.5772  -4.3390
C  -1.0871  -1.6584  5.9573
C  -0.6147  -0.6782  4.9392
C  -0.2056  0.6080  5.2816
C  0.2670  1.4962  4.3098
C  0.7185  2.8595  4.7568
C  0.3073  1.0759  2.9853
C  -0.0975  -0.2600  2.5639
C  -0.5612  -1.0976  3.6200
N  -0.0516  -0.6650  1.2802
C  -0.2777  -2.0611  0.8584
C  0.7825  -2.9299  1.5058
C  -1.7106  -2.5295  1.0722
C  -0.0812  -2.2336  -0.6268
H  -0.3082  -1.8745  6.6837
H  -1.9586  -1.2948  6.4939
H  -1.3593  -2.5974  5.4784
H  -0.2338  0.9246  6.3168
H  -0.0819  3.3953  5.2741
H  1.5354  2.7835  5.4796
H  1.0645  3.4974  3.9419
H  0.6692  1.7626  2.2039
H  -0.8780  -2.1077  3.3529
H  0.7903  -2.8458  2.5920
H  0.6283  -3.9726  1.2178
H  1.7483  -2.5745  1.1301
H  -2.3293  -2.0806  0.2897
H  -1.7315  -3.6189  0.9614
H  -2.1350  -2.2484  2.0328
H  -0.7741  -1.6459  -1.2167
H  0.9235  -2.0109  -0.9421
H  -0.2761  -3.2835  -0.8356

The value obtained for the total energy is -34982.267 eV. As for the charge: -2. As for the expectation value of S²: 6.019. As for the spin multiplicity: 5.

3.
# C6H6ClISi

A molecular structure, C6H6ClISi in a non-equilibrium geometry (wB97M-V/def2-TZVPD, the OMol25 dataset).

Cartesian coordinates (Å):
C  2.0538  0.6138  -0.7003
C  1.9692  -0.2868  0.3821
C  0.8804  1.1032  -1.2426
C  0.7453  -0.5001  1.0352
C  -0.3738  0.7888  -0.6086
C  -0.4324  0.0216  0.5135
Si  -2.1701  -0.6462  0.9569
Cl  -2.3986  -2.6765  -0.8563
I  -3.7036  1.1846  0.1451
H  3.1382  0.8216  -1.0611
H  2.8140  -0.7579  0.8885
H  0.6038  1.7147  -2.0951
H  0.9080  -1.1359  1.9208
H  -1.1205  1.2672  -1.2151
H  -2.9136  -1.5123  1.9370

The value obtained for the total energy is -34819.675 eV.

4.
# C10H21InN3P

A molecular structure, C10H21InN3P in a non-equilibrium geometry (wB97M-V/def2-TZVPD, the OMol25 dataset).

Cartesian coordinates (Å):
C  -0.4256  -0.4289  -3.9985
C  -1.2290  0.6123  -3.4011
C  -0.3477  1.5804  -2.8386
C  0.9913  1.1640  -3.0820
C  0.9571  -0.0699  -3.7880
In  -0.2396  -1.0919  -1.5763
P  -0.1013  -3.6574  -1.9704
H  -0.7898  -1.2206  -4.6571
H  -2.3096  0.7041  -3.4987
H  -0.6521  2.5266  -2.3832
H  1.8131  -0.5809  -4.2385
H  1.8874  1.7373  -2.8444
H  1.1063  -4.1172  -2.6012
H  -1.1366  -4.2398  -2.7801
H  -0.1607  -4.3874  -0.7249
C  0.4500  2.8796  1.1783
N  0.2631  1.6925  1.9989
C  0.3454  1.9100  3.4305
C  0.0422  0.4872  1.3981
N  0.0995  0.4205  0.0625
N  -0.2302  -0.6360  2.0992
C  -0.3653  -0.8364  3.5223
C  -0.3866  -1.8827  1.3693
H  0.5421  3.7334  1.8609
H  -0.4180  3.0330  0.5182
H  1.3628  2.7985  0.5660
H  -0.6445  1.8406  3.9057
H  1.0499  1.2132  3.9044
H  0.7099  2.9304  3.5863
H  0.3460  1.3125  -0.3528
H  -1.2357  -1.4855  3.6878
H  0.5192  -1.3595  3.9175
H  -0.5304  0.0701  4.0920
H  -1.3126  -1.8653  0.7733
H  0.5094  -2.0903  0.7669
H  -0.4793  -2.6964  2.0980

The value obtained for the total energy is -29638.366 eV.

5.
# C4H6OS

A molecular structure, C4H6OS in a non-equilibrium geometry (wB97M-V/def2-TZVPD, the OMol25 dataset).

Cartesian coordinates (Å):
C  -1.2601  0.1627  -0.7443
C  0.0079  -1.3557  0.4478
C  -0.2627  0.2275  0.3409
C  0.9435  0.9857  -0.0708
O  -1.9671  0.9373  -1.2890
S  -1.2032  -1.5968  -0.9122
H  1.0047  -1.7029  0.2683
H  -0.3986  -1.9427  1.2448
H  -0.7184  0.4826  1.3133
H  0.7311  2.1044  -0.4863
H  1.4172  0.4186  -0.8487
H  1.7058  1.2793  0.7361

The value obtained for the total energy is -17127.101 eV.

6.
# C27H35FN11O4ReS

A molecular structure, C27H35FN11O4ReS in a non-equilibrium geometry (wB97M-V/def2-TZVPD, the OMol25 dataset).

Cartesian coordinates (Å):
Re  -1.7971  0.3326  0.5749
N  -2.6273  -2.7943  -3.3057
C  -2.8631  -2.1377  -1.9627
C  -4.2856  -1.5873  -1.9368
C  -4.6846  -1.1066  -0.5385
N  -3.9354  0.1047  -0.0839
C  -4.5171  -2.2279  0.4806
C  -3.0882  -2.7561  0.5363
N  -2.1838  -1.7998  1.2356
C  -2.5849  -3.1620  -0.8621
H  -2.8238  -2.1417  -4.0696
H  -3.2436  -3.6046  -3.4248
H  -1.6603  -3.1178  -3.4016
H  -2.1473  -1.3218  -1.8961
H  -4.9985  -2.3693  -2.2120
H  -4.3819  -0.7746  -2.6624
H  -5.7433  -0.8398  -0.5715
H  -4.3036  0.2808  0.8654
H  -4.2403  0.9052  -0.6372
H  -5.1869  -3.0459  0.2155
H  -4.8125  -1.8711  1.4666
H  -3.0993  -3.6711  1.1337
H  -1.2567  -2.2199  1.2907
H  -2.5046  -1.6776  2.1995
H  -3.0881  -4.1012  -1.1082
H  -1.5102  -3.3550  -0.8185
C  1.0970  3.6256  -2.8746
N  -0.0275  3.0097  -2.1599
C  -0.0198  2.2554  -1.0719
N  -1.2834  1.9139  -0.7799
C  -2.0241  2.5032  -1.7703
N  -1.2828  3.1660  -2.6070
C  2.0590  2.5957  -3.4217
C  2.1492  2.3567  -4.7895
C  3.0448  1.4138  -5.2789
C  3.8425  0.6830  -4.4144
C  3.7520  0.9141  -3.0421
C  2.8728  1.8828  -2.5576
C  4.5332  0.1599  -2.0845
N  5.5252  -0.6635  -2.2594
N  5.8844  -1.1309  -1.0526
C  5.1029  -0.5812  -0.1676
O  4.2186  0.2495  -0.7699
C  5.0274  -0.7692  1.2651
C  6.0254  -1.4280  1.9766
C  5.8983  -1.5531  3.3516
C  4.7863  -1.0534  4.0115
C  3.7724  -0.4112  3.3000
C  2.5630  0.1122  4.0517
N  1.4929  0.5712  3.1766
C  0.8227  -0.1083  2.2600
N  -0.0272  0.7211  1.6487
C  0.1747  1.9282  2.2711
N  1.0944  1.8555  3.1859
C  3.9093  -0.2625  1.9335
H  1.6122  4.3042  -2.1936
H  0.6548  4.2101  -3.6774
H  0.8506  1.9639  -0.5132
H  -3.0962  2.4673  -1.8545
H  1.5331  2.9221  -5.4775
H  3.1162  1.2480  -6.3448
H  4.5345  -0.0624  -4.7809
H  2.8662  2.0920  -1.4950
H  6.8848  -1.8189  1.4502
H  6.6763  -2.0482  3.9153
H  4.7080  -1.1630  5.0861
H  2.8377  0.9699  4.6656
H  2.1696  -0.6616  4.7131
H  0.9680  -1.1509  2.0360
H  -0.3577  2.8315  2.0285
H  3.1638  0.2554  1.3466
F  -0.6658  -0.7394  -0.6512
C  -3.4234  1.9047  4.4522
S  -3.0797  0.7444  3.1641
O  -4.2574  -0.0144  2.7924
O  -1.9398  -0.0918  3.4940
O  -2.6889  1.5699  1.9184
H  -4.3216  1.5674  4.9639
H  -3.5858  2.8770  3.9926
H  -2.5750  1.9261  5.1310

The value obtained for the total energy is -68808.222 eV. As for the charge: +3. As for the expectation value of S²: 3.767. As for the spin multiplicity: 4.

7.
# C16H9Co2N2O6

A molecular structure, C16H9Co2N2O6 in a non-equilibrium geometry (wB97M-V/def2-TZVPD, the OMol25 dataset).

Cartesian coordinates (Å):
O  5.3604  3.1472  -0.6605
C  4.3935  2.6340  -0.2927
Co  2.8621  1.8716  0.1669
C  2.4333  3.3833  0.9965
O  2.1737  4.3740  1.5312
C  2.0732  2.0767  -1.4084
O  1.6562  2.2591  -2.4754
C  1.6781  0.8772  1.4849
C  0.5230  0.2366  0.9988
C  -0.7895  0.5783  0.9840
C  -1.9333  -0.2827  0.8304
C  -3.2134  0.3094  0.9851
C  -4.3549  -0.3385  0.5248
C  -4.2474  -1.6186  -0.0434
C  -3.0015  -2.2569  -0.0993
C  -1.8505  -1.6191  0.3689
Co  2.0269  -0.6103  0.6000
C  3.6664  -0.0967  -0.2539
O  4.6541  -0.4769  -0.7507
C  1.4788  -1.6080  -0.7173
O  1.2480  -2.3530  -1.5755
C  2.5565  -1.9693  1.6348
O  2.9246  -2.8808  2.2527
H  1.7882  1.2514  2.5028
H  -0.9949  1.6390  1.2411
H  -3.2582  1.3154  1.4067
H  -5.3261  0.1568  0.6019
H  -5.1275  -2.1041  -0.4782
H  -2.9389  -3.2620  -0.5244
H  -0.8791  -2.1243  0.3896
C  -0.9621  -0.0299  -1.7182
N  -1.2181  -1.2651  -2.2145
N  -1.5754  -2.2788  -2.6286
H  -0.0018  0.4094  -1.9937
H  -1.8241  0.6556  -1.6662

The value obtained for the total energy is -107253.345 eV. As for the charge: -1.

8.
# C3H4N4O

C3H4N4O in the gas phase in a non-equilibrium geometry (wB97M-V/def2-TZVPD, the OMol25 dataset).

Cartesian coordinates (Å):
C  -0.0782  1.0714  -0.6541
C  -1.0291  -0.9323  0.2260
C  0.5350  -1.0908  0.7400
H  0.0761  3.0670  -0.9121
H  -1.6194  -2.2321  1.2916
H  0.6503  -2.0112  1.2015
H  2.2178  1.0299  -0.6509
N  -1.0331  0.2421  -0.3666
N  -1.9798  -1.5763  0.5708
N  1.5524  -0.4906  0.2949
N  1.2313  0.7261  -0.4953
O  -0.5234  2.1967  -1.2457

As for the structure (SMILES): [H]/N=c1\cn[nH]c(O)n1. The value obtained for the total energy is -11180.172 eV.

9.
# C11H20MnN3P2

A molecular structure, C11H20MnN3P2 in a non-equilibrium geometry (wB97M-V/def2-TZVPD, the OMol25 dataset).

Cartesian coordinates (Å):
C  -1.5699  3.3510  -1.4408
C  -0.3797  3.8293  -2.0805
C  0.6337  4.0192  -1.1203
C  0.1261  3.7199  0.1604
C  -1.2542  3.2895  0.0519
Mn  -1.1918  1.2039  -0.5874
P  -2.2824  0.0606  -2.1921
H  -2.5945  3.4111  -1.8282
H  -0.3073  4.0581  -3.1422
H  1.6163  4.4185  -1.3205
H  -2.0101  3.1377  0.8344
H  0.6102  3.9160  1.1129
H  -1.6771  -1.0676  -2.8563
H  -2.8386  0.8980  -3.2279
H  -3.4052  -0.4258  -1.4176
C  0.6559  -2.1514  2.4832
N  -0.4764  -2.2866  1.5448
C  -0.1009  -3.0976  0.3698
N  1.1325  -2.6182  -0.2891
C  2.2366  -2.4942  0.6910
N  1.8824  -1.6370  1.8467
C  1.7367  -0.2178  1.4496
P  0.3849  -0.1394  0.2539
C  -1.0027  -0.9730  1.1781
C  0.9400  -1.3680  -1.0144
H  0.8700  -3.1552  2.8911
H  0.3588  -1.4635  3.2960
H  -0.9184  -3.1073  -0.3481
H  0.1090  -4.1159  0.7351
H  3.1055  -2.0648  0.1837
H  2.4586  -3.5051  1.0647
H  1.5247  0.4164  2.3152
H  2.6664  0.1583  0.9916
H  -1.9334  -1.0676  0.5893
H  -1.2296  -0.4168  2.1007
H  1.8995  -1.0290  -1.4314
H  0.2248  -1.4857  -1.8474

The value obtained for the total energy is -66093.999 eV. As for the charge: -1. As for the expectation value of S²: 8.842. As for the spin multiplicity: 6.

10.
# H26O13

13 unconnected molecules or ions with the total composition H26O13 in a non-equilibrium geometry (wB97M-V/def2-TZVPD, the OMol25 dataset).

Cartesian coordinates (Å):
O  1.7414  -0.6320  -2.6133
H  1.1110  -0.3922  -3.2925
H  1.2183  -0.7039  -1.8149
O  -1.3373  -1.0912  -3.4165
H  -0.8876  -1.3303  -2.6061
H  -2.2326  -1.4079  -3.2966
O  2.7590  2.3323  0.2522
H  3.2061  3.0218  0.7430
H  2.0012  2.1066  0.7916
O  -1.7614  0.5285  2.2998
H  -1.7101  -0.2678  2.8285
H  -2.6990  0.6704  2.1699
O  -0.5657  -2.7522  -1.3845
H  0.2656  -3.1034  -1.7036
H  -0.6491  -3.1017  -0.4973
O  -1.1269  -2.2868  1.3974
H  -1.3301  -2.0529  2.3030
H  -0.1902  -2.4834  1.4046
O  1.2051  -0.4989  3.3326
H  1.3173  -1.1028  2.5984
H  1.2671  -1.0529  4.1107
O  -3.3411  -1.0737  -0.6539
H  -2.4770  -1.2825  -0.2990
H  -3.1738  -0.3982  -1.3112
O  1.5706  -2.0397  1.1233
H  1.4802  -1.6337  0.2612
H  2.2560  -2.6979  1.0079
O  1.2923  2.8750  -3.0565
H  1.0820  2.8128  -2.1247
H  0.4781  3.1660  -3.4673
O  -0.0827  3.0225  -0.6587
H  0.3829  2.7243  0.1227
H  -0.6862  3.6924  -0.3375
O  0.0854  0.1063  -0.4539
H  -0.3960  -0.2717  0.2820
H  -0.2870  0.9817  -0.5601
O  0.2731  1.9893  1.8599
H  -0.4034  1.3134  1.9021
H  0.3442  2.3142  2.7575

The value obtained for the total energy is -27040.152 eV.

11.
# C15H43NO7

7 unconnected molecules or ions with the total composition C15H43NO7 in a non-equilibrium geometry (wB97M-V/def2-TZVPD, the OMol25 dataset).

Cartesian coordinates (Å):
C  0.1037  23.7118  12.8287
C  -0.1329  22.4020  12.0775
C  0.8120  21.3240  12.6554
C  0.3626  20.7069  13.9722
C  -1.0484  20.1339  13.8193
C  -2.0646  21.1887  13.3299
N  -1.5333  21.9227  12.1869
O  -2.4598  22.8658  11.7135
C  -3.2315  20.3100  12.8300
C  -2.4288  22.0860  14.5235
C  0.1462  22.5600  10.5932
H  1.1729  23.9257  12.8030
H  -0.2459  23.7408  13.8616
H  -0.4500  24.5291  12.3593
H  1.0045  20.5594  11.8972
H  1.7818  21.8186  12.7589
H  0.5171  21.4162  14.7905
H  1.0959  19.9370  14.2324
H  -1.3733  19.7731  14.7993
H  -0.9383  19.2316  13.2176
H  -2.8488  19.4458  12.2883
H  -3.7867  19.9404  13.6977
H  -4.0064  20.7364  12.1893
H  -2.8161  23.0698  14.2634
H  -3.2307  21.6104  15.0961
H  -1.5901  22.1887  15.2126
H  1.1567  22.9289  10.3996
H  -0.5592  23.2480  10.1273
H  0.0816  21.6002  10.0777
H  -2.7158  22.5405  10.8434
C  -1.5757  15.1981  14.5885
O  -1.9634  14.6972  13.3015
H  -2.3441  14.9753  15.3280
H  -0.5891  14.7682  14.7680
H  -1.4576  16.2727  14.4519
H  -1.7984  13.7503  13.2816
C  -3.6872  13.1605  10.4230
O  -4.5395  12.9426  9.3144
H  -2.9341  12.3733  10.4128
H  -3.1373  14.0967  10.2946
H  -4.2474  13.1669  11.3597
H  -5.1247  13.7011  9.1731
C  -4.2018  12.5976  14.8284
O  -2.9994  12.1278  15.4104
H  -4.0832  12.8776  13.7842
H  -5.0111  11.8662  14.9181
H  -4.5157  13.5055  15.3578
H  -3.1571  12.0914  16.3568
C  -4.4510  16.4723  11.9726
O  -5.7509  16.7749  11.4471
H  -4.4673  15.5287  12.5171
H  -3.7672  16.4372  11.1246
H  -4.1065  17.2343  12.6690
H  -5.8830  16.1508  10.7110
C  -7.4449  14.7428  9.5500
O  -6.2103  15.3254  9.0835
H  -7.5578  13.7480  9.1170
H  -7.4153  14.7340  10.6363
H  -8.2999  15.3526  9.2500
H  -6.2462  15.3836  8.1236
C  -7.6104  19.4192  11.3864
O  -7.6669  18.3655  12.3331
H  -8.6282  19.7425  11.1699
H  -6.9494  20.2149  11.7403
H  -7.1942  19.0587  10.4373
H  -6.9487  17.7249  12.0962

As for the structure (SMILES): CC1(C)CCCC(C)(C)N1O.CO.CO.CO.CO.CO.CO. The value obtained for the total energy is -32070.975 eV.

12.
# C2H4LiMgO2

A molecular structure, C2H4LiMgO2 in a non-equilibrium geometry (wB97M-V/def2-TZVPD, the OMol25 dataset).

Cartesian coordinates (Å):
O  -2.0259  1.3595  0.1523
H  -2.1525  1.8841  -0.6395
C  -1.8391  -0.6512  -0.7762
C  -1.5763  -1.5387  0.2809
O  -0.5330  -1.3137  1.1372
H  -0.9453  -0.2126  -1.2516
H  -2.6876  -0.8942  -1.4238
H  -1.6811  -2.6074  0.0279
Mg  1.9356  -1.0881  0.6113
Li  -0.5818  0.9056  1.2379

The value obtained for the total energy is -11882.160 eV. As for the charge: -1.